# 1
48
Properties=species:S:1:pos:R:3:forces:R:3 method="wB97M-V/def2-TZVPD" charge=0 lumo_energy_ev="-0.9 / -0.9" de_lowest_ev=0.000 total_energy_ha=-4498.07361 s2=2.008 gap_ev="6.346 / 8.095" spin_multiplicity=3 fmax_ev_per_a=0.07
Pd -0.086573 -0.505784 0.179248 0.007 -0.006 0.034
O 1.595411 0.126212 3.932344 -0.009 0.026 -0.014
C 1.287455 -0.108412 2.774610 0.028 -0.037 0.001
O 0.145600 -0.466379 2.328609 -0.048 0.013 0.026
C 2.400167 0.027617 1.723083 0.016 0.015 0.022
C 3.698609 0.393994 2.142908 -0.010 -0.004 -0.006
C 4.687735 0.496820 1.216156 -0.005 0.001 -0.008
C 4.413232 0.186981 -0.138749 0.012 0.001 0.015
C 5.400553 0.220273 -1.151146 0.006 -0.003 -0.003
C 5.093913 -0.139576 -2.432029 -0.009 0.001 0.010
C 3.786172 -0.563584 -2.753789 0.006 0.004 -0.003
C 2.809053 -0.592680 -1.799510 -0.013 -0.005 -0.005
C 3.099317 -0.196759 -0.474593 -0.010 -0.005 -0.006
N 2.107972 -0.219860 0.467935 0.016 -0.048 -0.049
H 3.843281 0.585827 3.195725 0.001 0.002 0.001
H 5.691167 0.793589 1.497840 0.000 -0.001 -0.002
H 6.406033 0.524578 -0.886937 0.000 0.001 -0.001
H 5.854633 -0.117634 -3.200899 0.000 -0.001 0.000
H 3.561030 -0.878573 -3.764567 0.001 0.000 0.000
H 1.809089 -0.941920 -2.021454 0.005 0.008 0.000
I -2.610836 -2.136993 0.218740 0.017 0.003 0.012
C -0.540004 -2.564751 -0.110020 0.002 -0.042 0.025
H -0.445882 -3.045512 -1.078046 -0.001 0.020 -0.011
H -0.208024 -3.189342 0.711797 0.006 -0.019 -0.018
N -1.607608 3.392114 -6.156198 -0.007 0.026 0.020
C -1.336151 2.733499 -5.255728 0.015 -0.061 -0.035
C -1.000824 1.906271 -4.125594 -0.025 0.048 -0.021
C 0.052762 2.261580 -3.293185 -0.003 -0.023 0.063
C 0.295044 1.474038 -2.185044 0.024 0.016 -0.028
N -0.422001 0.385190 -1.893961 0.019 0.061 0.024
C -1.416744 0.039319 -2.710185 -0.003 -0.012 -0.007
C -1.746068 0.770627 -3.838108 0.021 -0.009 0.000
H 0.646974 3.142991 -3.482105 0.000 0.009 -0.016
H 1.088924 1.724821 -1.491606 -0.005 -0.004 -0.009
H -1.982471 -0.840297 -2.430783 0.000 -0.004 0.003
H -2.573319 0.470674 -4.464673 -0.003 0.002 0.000
Br -3.762313 1.807043 -0.728793 -0.016 -0.008 0.009
C -2.582039 3.232692 -1.106904 0.003 0.032 -0.009
C -2.855696 4.019214 -2.220113 -0.004 -0.009 0.027
C -2.025551 5.078905 -2.543384 0.009 0.021 -0.002
C -0.923138 5.360345 -1.748243 0.008 -0.012 -0.020
C -0.649710 4.575152 -0.640183 -0.012 -0.018 -0.003
C -1.473071 3.501244 -0.310172 0.003 0.035 -0.002
I -0.953501 2.319537 1.324983 -0.036 -0.009 -0.014
H -3.723305 3.795610 -2.826048 0.000 -0.002 -0.002
H -2.244987 5.683344 -3.413499 0.002 -0.004 -0.002
H -0.273294 6.191660 -1.988431 -0.006 0.003 0.002
H 0.209919 4.791544 -0.019952 -0.001 -0.002 0.003

=====

# 2
47
Properties=species:S:1:pos:R:3:forces:R:3 method="wB97M-V/def2-TZVPD" charge=+4 lumo_energy_ev="-13.6 / -17.2" de_lowest_ev=2.445 total_energy_ha=-1199.26063 s2=3.776 gap_ev="7.743 / 4.121" spin_multiplicity=4 fmax_ev_per_a=6.58
N 1.036033 -0.344730 -1.521073 0.358 -1.760 -0.524
C 1.542101 -1.001244 -2.339853 0.124 1.324 1.076
C 2.355924 -1.685977 -3.307449 0.077 -0.502 -0.547
H 3.220000 -1.054667 -3.577363 -0.282 -0.173 0.121
H 1.768663 -1.889214 -4.216405 0.209 -0.013 0.185
H 2.700147 -2.643569 -2.879234 -0.062 0.294 -0.277
N -2.559336 -0.887806 0.198355 -5.571 -2.261 0.342
C -3.649587 -1.310726 0.229587 2.188 -0.634 1.529
C -4.807357 -2.074850 0.587409 -0.865 -0.068 -0.337
H -5.317637 -2.447476 -0.308816 0.001 0.002 0.037
H -5.524306 -1.447642 1.134289 0.084 -0.024 -0.022
H -4.506537 -2.930605 1.214169 0.057 0.272 -0.151
N 0.093222 1.992505 0.738237 -0.531 0.492 1.631
C 0.071361 2.948076 1.404864 0.916 -1.064 -1.010
C 0.297352 4.136672 2.188207 -0.306 0.532 0.344
H 0.087497 3.924736 3.249680 0.090 0.144 -0.293
H -0.371141 4.943047 1.853647 0.134 -0.131 0.104
H 1.341162 4.470129 2.060512 -0.320 -0.161 0.023
Re -0.806059 -0.256674 0.166893 4.146 3.229 -1.710
C -1.123871 -0.189197 2.065363 -1.774 -0.652 6.153
O -1.356678 -0.201020 3.211624 1.147 0.245 -4.967
C -0.415321 -2.136571 0.134113 0.312 -6.546 0.561
O -0.204465 -3.290796 0.170719 -0.767 5.225 -0.330
C -1.470948 0.153365 -2.633875 -0.175 -0.138 -0.106
C -0.638828 1.263343 -2.415269 -0.157 1.121 -0.080
C -1.002156 2.245831 -1.509945 0.232 0.016 -1.090
C -2.209910 2.146959 -0.802964 -0.286 0.079 0.020
C -3.091981 1.119642 -1.108936 -0.381 0.387 -0.739
C -2.723273 0.120709 -2.032765 -0.442 0.515 -0.543
H -1.164838 -0.635701 -3.321153 -0.225 0.236 0.059
H 0.285135 1.377365 -2.970890 -0.237 0.037 0.045
H -0.352225 3.102827 -1.374743 -0.159 -0.106 -0.092
H -2.479750 2.904755 -0.068362 -0.067 -0.129 -0.251
H -4.071383 1.100180 -0.628920 0.262 0.026 -0.169
H -3.415024 -0.683527 -2.286849 0.193 0.225 0.056
C 4.633959 -1.767553 1.310018 0.942 -0.346 0.019
N 3.369974 -1.058606 1.451124 -0.161 1.538 1.401
C 3.095595 -0.033390 2.334380 2.877 -2.666 -0.805
C 1.776773 0.292174 2.159532 -2.485 -0.328 -2.006
N 1.282476 -0.452864 1.110330 0.009 0.993 1.178
C 2.240538 -1.297844 0.734997 0.771 0.615 0.796
H 5.289192 -1.363805 2.081079 0.191 -0.230 -0.172
H 4.501834 -2.845142 1.455062 -0.128 0.221 0.123
H 5.063786 -1.599243 0.315846 -0.113 0.138 0.219
H 3.801079 0.345227 3.054819 0.317 0.022 0.073
H 1.202686 1.029266 2.694003 -0.011 -0.089 0.059
H 2.206119 -2.086370 -0.003994 -0.133 0.090 0.063

=====

# 3
120
Properties=species:S:1:pos:R:3:forces:R:3 method="wB97M-V/def2-TZVPD" charge=+1 lumo_energy_ev=-2.6 de_lowest_ev=3.456 total_energy_ha=-12630.22540 gap_ev=7.846 fmax_ev_per_a=5.92
C 7.337409 0.151320 -5.148507 -0.032 1.588 0.926
C 7.343980 1.438549 -4.568572 -0.571 0.040 0.502
C 7.335702 1.628855 -2.984938 3.585 -1.157 -0.822
O 8.091693 0.921879 -2.300230 -2.767 2.074 -0.757
O 6.485152 2.647112 -2.515687 0.465 -2.520 -0.529
C 5.936500 2.379193 -1.202491 -0.140 -0.100 1.689
C 4.388339 2.749730 -1.125494 0.121 0.060 -0.371
C 4.052705 4.016788 -0.221879 -0.231 -0.394 -0.576
C 4.667500 3.968978 1.244053 -0.464 1.648 0.652
C 3.704647 3.358400 2.374885 0.536 -1.328 -0.856
C 4.434821 2.001722 2.884618 -0.860 1.708 0.146
N 4.249838 1.022548 1.757092 0.143 -0.598 0.722
C 3.207513 0.196080 1.753197 -1.902 -1.220 0.446
N 2.236499 0.137166 2.813544 0.345 -3.288 -4.916
C 1.394087 -0.900485 2.339649 0.925 2.026 1.024
C 0.224769 -1.261091 3.331202 -0.201 -1.817 -0.270
C -1.003069 -2.055181 2.685857 -0.235 1.610 0.368
C -2.023242 -0.946678 2.090539 0.745 -1.829 -0.146
C -2.962337 -1.724496 1.038971 -0.003 1.789 1.023
C -3.911014 -0.696429 0.241823 0.104 -1.843 0.303
C -5.062399 -1.603408 -0.453567 0.385 2.166 0.795
C -6.258537 -0.615231 -0.850800 0.550 -0.899 -0.825
C -5.921365 -0.080261 -2.335389 0.186 -0.756 1.413
N 1.764528 -1.412087 1.076377 -1.181 1.416 3.845
N 2.910021 -0.735811 0.716224 0.894 1.722 1.325
H 8.125337 -0.612103 -4.892822 -1.797 0.449 0.761
H 6.488759 -0.134466 -5.839258 1.923 0.771 -0.408
H 7.319835 2.413711 -5.157964 -1.569 -1.491 0.663
H 6.014592 1.283894 -0.889988 0.435 1.519 -0.884
H 6.587996 2.946309 -0.457885 -1.047 -0.528 -0.928
H 3.799068 1.854020 -0.731680 0.770 1.010 -0.471
H 4.032316 2.884611 -2.205611 0.412 0.002 1.533
H 2.909997 4.076353 -0.157299 1.565 0.073 0.017
H 4.390719 4.938641 -0.796966 -0.280 -1.094 0.911
H 4.869839 5.067236 1.544140 -0.187 -1.781 -0.460
H 5.667337 3.441478 1.325762 -1.106 0.680 -0.429
H 2.745527 3.009441 1.853253 1.087 0.618 1.000
H 3.451057 4.065275 3.217779 0.481 -0.769 -0.984
H 5.526484 2.230949 3.080730 -1.242 -0.629 -0.486
H 3.975516 1.641434 3.850403 0.445 -0.034 -1.358
H 4.899979 1.003777 0.967166 -0.338 0.117 0.565
H -0.180529 -0.348571 3.872114 0.916 -0.848 -1.005
H 0.655524 -1.939179 4.148439 -0.117 1.028 -1.179
H -0.671469 -2.800933 1.899107 -0.416 0.789 0.947
H -1.543204 -2.602853 3.522393 0.776 0.416 -1.131
H -2.580990 -0.511081 2.976508 0.507 -0.414 -1.262
H -1.380875 -0.127224 1.639158 -0.942 -0.823 0.173
H -2.303777 -2.368201 0.379011 -1.065 1.151 1.046
H -3.646803 -2.403249 1.657989 1.045 0.717 -0.955
H -3.312190 -0.095557 -0.507695 -0.697 -0.627 0.811
H -4.385753 0.003603 1.008119 0.654 -0.852 -1.148
H -5.359344 -2.355277 0.345951 0.194 0.747 -1.295
H -4.619420 -2.078305 -1.382189 -0.721 0.251 1.218
H -6.321884 0.251902 -0.122552 -0.052 -1.128 -0.782
H -7.209912 -1.232405 -0.813926 0.911 1.100 -0.194
H -4.834972 0.273797 -2.283286 -1.579 -0.173 -0.354
H -5.937651 -0.996449 -3.004594 -0.138 1.346 0.466
H -6.635966 0.732422 -2.660142 0.930 -0.954 0.155
H 1.261161 -2.139301 0.565593 0.631 0.467 -0.056
H 3.427746 -0.877549 -0.167304 -0.506 -0.069 0.716
C -3.328156 -5.044748 -1.867899 -0.083 -0.269 -0.204
Cl -2.298209 -3.683089 -1.398586 0.181 -0.451 -0.594
Cl -4.675330 -5.248107 -0.744911 -0.002 -0.028 -0.077
H -3.722257 -4.858769 -2.864995 0.012 0.098 0.169
H -2.732517 -5.955568 -1.870370 -0.028 0.147 0.087
C -1.666277 -5.578766 4.268196 -0.215 -0.013 0.228
Cl -3.077392 -5.351783 3.228965 -0.002 0.073 0.112
Cl -0.165883 -5.553054 3.330663 0.133 -0.045 0.034
H -1.636356 -4.778318 5.004894 0.042 -0.048 -0.163
H -1.750483 -6.539986 4.771201 0.018 0.067 -0.174
C -10.045082 0.255523 1.126211 -0.178 0.043 0.142
Cl -9.688182 0.489667 -0.589609 -0.101 0.066 -0.041
Cl -8.653553 -0.410399 1.991970 -0.064 0.015 0.070
H -10.306076 1.215904 1.565425 0.147 -0.092 -0.088
H -10.881764 -0.433164 1.221242 0.183 0.008 -0.077
C 2.482630 -0.442830 -6.433093 -0.189 -0.013 -0.040
Cl 3.503122 -1.005555 -7.761262 -0.082 -0.026 0.031
Cl 3.440912 0.360349 -5.181923 0.046 0.083 0.157
H 1.750695 0.261644 -6.823043 0.190 -0.012 0.022
H 1.974981 -1.296543 -5.991489 0.250 0.214 -0.069
C -4.926804 3.013198 -3.832692 0.013 -0.057 -0.015
Cl -4.146400 1.716635 -4.748239 0.068 -0.062 -0.066
Cl -4.370197 4.602098 -4.370512 -0.049 0.021 0.082
H -6.000887 2.948141 -3.977043 0.227 0.003 -0.150
H -4.688147 2.893542 -2.778487 0.074 -0.002 -0.184
C -1.812768 -8.703002 1.603126 0.191 -0.162 0.030
Cl -3.191084 -9.066580 2.647539 0.079 -0.042 0.041
Cl -2.180520 -7.376353 0.493697 0.144 -0.061 -0.069
H -0.964925 -8.418601 2.223300 -0.160 0.076 -0.058
H -1.565271 -9.589574 1.023404 -0.146 0.126 0.030
C -8.573599 4.359257 -2.643115 -0.281 0.086 0.033
Cl -8.212985 4.604643 -4.355725 -0.090 0.016 0.009
Cl -7.173723 3.709921 -1.778096 -0.272 0.071 0.373
H -8.850059 5.313542 -2.200153 0.165 -0.088 -0.082
H -9.399786 3.657023 -2.553353 0.191 -0.006 -0.041
C 2.429182 6.824393 4.720768 -0.273 0.119 -0.026
Cl 2.889586 7.093917 3.034172 -0.050 0.006 0.032
Cl 3.757246 6.111285 5.644461 -0.090 -0.102 0.122
H 2.159179 7.778096 5.168963 0.162 -0.094 -0.072
H 1.577488 6.148181 4.750909 0.183 0.009 -0.041
C 6.553488 -2.336192 -1.522566 0.553 -0.580 0.048
Cl 8.026984 -2.051252 -2.440854 -0.137 -0.372 0.217
Cl 5.471089 -0.942485 -1.634413 -0.600 -0.011 -0.030
H 6.047941 -3.213827 -1.919761 -0.027 0.219 -0.050
H 6.811824 -2.499460 -0.478377 -0.033 0.157 -0.113
C 0.882438 -4.426477 -5.503931 0.168 -0.091 -0.032
Cl -0.500600 -4.806053 -4.475495 0.040 -0.098 0.120
Cl 0.489538 -3.112665 -6.619646 -0.062 -0.231 -0.109
H 1.715438 -4.121577 -4.873856 -0.157 0.045 -0.061
H 1.157368 -5.308753 -6.077799 -0.155 0.126 0.017
C -4.894701 -2.193248 4.487585 0.071 -0.139 0.072
Cl -6.293476 -2.510958 5.518526 0.107 -0.060 0.013
Cl -5.216566 -0.873229 3.356432 -0.185 0.007 0.163
H -4.047836 -1.921211 5.115276 -0.166 0.072 -0.032
H -4.661197 -3.092915 3.922297 -0.121 0.115 0.009
C 7.017576 7.187083 4.454357 0.023 0.041 0.243
Cl 6.982189 6.551937 2.804436 -0.032 -0.131 -0.016
Cl 7.701401 8.815328 4.500726 -0.026 -0.050 0.073
H 6.002519 7.219970 4.837150 0.091 0.076 -0.154
H 7.626444 6.530503 5.072470 0.023 0.100 -0.172